Here is an isolated ion of composition C2H5N2 and charge +1 in a non-equilibrium geometry from OMol25. Energies are from the ωB97M-V functional and the def2-TZVPD basis.

The geometry in XYZ format:
```
9
Properties=species:S:1:pos:R:3
C 1.084 -0.782 0.017
C 0.352 0.459 -0.025
N -0.864 0.551 -0.090
N -2.082 0.759 -0.207
H 1.972 -0.716 -0.656
H 0.396 -1.476 -0.365
H 1.190 -1.181 1.086
H 0.762 1.407 -0.270
H -2.808 0.979 0.510
```

Calculated values
Gap between HOMO and LUMO: 9.910 eV
SMILES: CC=[N+]=N
Relative energy (zero: lowest compared OMol25 entry of this formula, charge and spin): 57.37 kcal/mol
Charge: +1
LUMO energy: -6.56 eV
Maximum force: 0.1700 hartree/bohr


Here is a 5-piece molecular cluster, C27H60Br2IO16P overall in a non-equilibrium geometry from OMol25. Energies are from the ωB97M-V functional and the def2-TZVPD basis.

The geometry in XYZ format:
```
107
Properties=species:S:1:pos:R:3
C -1.825 2.416 -0.611
C -3.287 2.316 -1.420
Br -3.152 2.023 -3.433
C -4.617 2.470 -0.704
Br -4.561 2.754 1.301
O -5.839 2.362 -1.512
P -7.164 3.279 -0.859
O -6.789 4.707 -0.298
O -8.352 3.568 -2.148
O -7.988 2.240 0.293
I -7.975 0.413 -0.660
H -1.659 1.506 0.110
H -0.917 2.572 -1.371
H -1.902 3.432 0.003
H -8.906 4.368 -1.835
C 2.730 -2.874 2.061
O 1.323 -2.966 2.212
C 0.942 -3.655 3.403
C -0.395 -3.119 3.928
O -0.285 -1.853 4.590
C -0.019 -0.720 3.750
C -1.212 -0.304 2.885
O -1.376 -1.205 1.790
C -2.735 -1.362 1.412
H 3.157 -3.865 1.880
H 2.941 -2.233 1.202
H 3.186 -2.420 2.944
H 1.705 -3.543 4.180
H 0.842 -4.717 3.150
H -0.757 -3.816 4.692
H -1.157 -3.092 3.149
H 0.882 -0.875 3.156
H 0.200 0.105 4.437
H -1.034 0.693 2.467
H -2.115 -0.277 3.509
H -3.336 -1.696 2.265
H -2.789 -2.130 0.636
H -3.130 -0.422 1.014
C 9.330 -3.885 -2.866
O 7.923 -3.976 -2.714
C 7.542 -4.666 -1.523
C 6.205 -4.129 -0.999
O 6.315 -2.864 -0.337
C 6.581 -1.730 -1.176
C 5.388 -1.315 -2.042
O 5.224 -2.215 -3.137
C 3.865 -2.372 -3.514
H 9.757 -4.876 -3.046
H 9.541 -3.244 -3.724
H 9.786 -3.431 -1.982
H 8.305 -4.553 -0.746
H 7.442 -5.728 -1.776
H 5.843 -4.827 -0.235
H 5.443 -4.102 -1.778
H 7.482 -1.886 -1.771
H 6.800 -0.906 -0.489
H 5.566 -0.318 -2.459
H 4.485 -1.287 -1.417
H 3.264 -2.706 -2.661
H 3.811 -3.141 -4.290
H 3.470 -1.433 -3.912
C -7.198 4.074 -10.453
O -7.640 3.713 -9.155
C -8.051 2.348 -9.073
C -7.793 1.795 -7.667
O -6.416 1.488 -7.416
C -5.533 2.609 -7.270
C -5.729 3.379 -5.961
O -6.906 4.184 -6.024
C -7.540 4.322 -4.761
H -8.036 4.061 -11.156
H -6.787 5.085 -10.408
H -6.408 3.401 -10.794
H -7.516 1.735 -9.806
H -9.125 2.315 -9.293
H -8.324 0.840 -7.582
H -8.200 2.445 -6.892
H -5.584 3.264 -8.140
H -4.523 2.184 -7.260
H -4.879 4.050 -5.797
H -5.788 2.663 -5.130
H -7.781 3.339 -4.342
H -8.476 4.869 -4.906
H -6.900 4.882 -4.073
C 6.149 0.716 9.359
O 4.884 0.841 8.731
C 4.868 1.854 7.725
C 3.870 1.492 6.618
O 4.350 0.484 5.721
C 4.433 -0.848 6.251
C 3.068 -1.509 6.464
O 2.429 -0.979 7.624
C 1.015 -0.949 7.502
H 6.370 1.609 9.951
H 6.119 -0.152 10.022
H 6.934 0.550 8.618
H 5.862 1.983 7.286
H 4.564 2.791 8.206
H 3.721 2.385 6.000
H 2.892 1.230 7.021
H 5.044 -0.873 7.153
H 4.972 -1.428 5.494
H 3.202 -2.585 6.624
H 2.451 -1.353 5.569
H 0.717 -0.378 6.616
H 0.606 -0.448 8.383
H 0.617 -1.967 7.450
```

Calculated values
Gap between HOMO and LUMO: 7.145 eV
LUMO energy: -1.86 eV
Maximum force: 0.1150 hartree/bohr


Here is a 2-piece molecular cluster, C3H5N overall in a non-equilibrium geometry from OMol25. Energies are from the ωB97M-V functional and the def2-TZVPD basis.

The geometry in XYZ format:
```
9
Properties=species:S:1:pos:R:3
C -2.166 0.471 -0.015
C -1.605 -0.565 0.017
C 1.854 -0.808 0.320
N 1.223 0.274 0.003
H -2.367 1.488 -0.015
H 0.171 0.123 -0.248
H -1.362 -1.538 -0.117
H 2.904 -0.637 0.466
H 1.349 1.193 -0.412
```

Calculated values
Gap between HOMO and LUMO: 8.969 eV
Relative energy (zero: lowest compared OMol25 entry of this formula, charge and spin): 117.45 kcal/mol
LUMO energy: 0.99 eV
Maximum force: 0.0924 hartree/bohr


Here is a 2-piece molecular cluster, C36H34N2O6 overall in a non-equilibrium geometry from OMol25. Energies are from the ωB97M-V functional and the def2-TZVPD basis.

The geometry in XYZ format:
```
78
Properties=species:S:1:pos:R:3
C -3.427 -3.938 2.121
C -4.582 -3.825 1.137
C -5.926 -3.736 1.879
O -4.414 -2.670 0.297
C -3.406 -2.753 -0.651
O -3.078 -1.751 -1.263
C -2.809 -4.049 -0.879
C -1.735 -4.213 -1.865
C -0.350 -4.248 -1.217
C 0.110 -5.443 -0.638
C 1.326 -5.466 0.034
C 2.038 -4.259 0.167
N 3.189 -4.181 0.994
O 3.834 -3.099 0.945
O 3.541 -5.137 1.708
C 1.624 -3.075 -0.475
C 0.400 -3.068 -1.126
C -3.554 -5.232 -0.468
O -3.250 -6.373 -0.762
O -4.679 -5.005 0.307
H -2.475 -4.081 1.595
H -3.368 -3.025 2.726
H -3.612 -4.795 2.780
H -6.761 -3.769 1.177
H -6.018 -4.590 2.555
H -6.010 -2.825 2.475
H -1.879 -5.174 -2.375
H -1.779 -3.348 -2.535
H -0.522 -6.335 -0.711
H 1.738 -6.378 0.456
H 2.255 -2.193 -0.429
H 0.001 -2.153 -1.569
C 3.325 -1.481 3.274
C 4.433 -1.304 2.436
C 4.647 -0.061 1.841
C 3.739 0.980 2.019
C 3.890 2.207 1.153
N 2.583 2.687 0.636
C 2.186 4.071 0.999
C 1.937 5.028 -0.153
C 0.892 5.959 -0.073
C 0.564 6.755 -1.173
C 1.328 6.659 -2.343
C 2.466 5.845 -2.375
C 2.766 5.031 -1.277
C 1.679 1.816 0.146
C 0.337 2.153 -0.148
C -0.558 1.474 -0.985
C -1.550 2.240 -1.719
C -1.736 2.175 -3.133
C -2.558 3.102 -3.789
C -3.279 4.066 -3.069
C -3.082 4.162 -1.685
C -2.252 3.260 -1.021
C 2.691 0.828 2.938
C 2.470 -0.412 3.551
H 3.133 -2.466 3.694
H 5.179 -2.079 2.286
H 5.505 0.094 1.190
H 4.341 3.040 1.704
H 4.576 1.959 0.325
H 1.280 4.007 1.626
H 3.001 4.477 1.618
H 0.328 6.031 0.860
H -0.288 7.439 -1.113
H 1.042 7.240 -3.219
H 3.107 5.833 -3.260
H 3.642 4.382 -1.298
H 2.072 0.820 -0.108
H -0.005 3.108 0.263
H -0.431 0.404 -1.173
H -1.180 1.425 -3.703
H -2.641 3.079 -4.880
H -3.962 4.751 -3.585
H -3.579 4.955 -1.119
H -2.110 3.345 0.059
H 2.025 1.662 3.158
H 1.628 -0.556 4.235
```

Calculated values
Gap between HOMO and LUMO: 3.223 eV
Relative energy (zero: lowest compared OMol25 entry of this formula, charge and spin): 9.08 kcal/mol
LUMO energy: -2.69 eV
Maximum force: 0.0566 hartree/bohr


Here is a single C18H20N2O6S molecule from OMol25. Energies are from the ωB97M-V functional and the def2-TZVPD basis.

The geometry in XYZ format:
```
47
Properties=species:S:1:pos:R:3
C 5.190 -0.712 -1.596
O 4.110 -0.599 -0.704
C 2.958 0.000 -1.138
C 2.763 0.456 -2.437
C 1.557 1.008 -2.836
C 0.511 1.143 -1.939
C -0.835 1.662 -2.356
C -1.625 0.571 -3.105
N -1.675 -0.660 -2.355
S -3.088 -1.220 -1.695
O -2.998 -2.651 -1.696
O -4.208 -0.581 -2.326
C -2.970 -0.643 -0.007
C -3.994 0.082 0.568
C -3.875 0.507 1.882
C -2.719 0.228 2.601
C -1.665 -0.467 1.988
C -1.812 -0.930 0.688
N -0.462 -0.606 2.673
C -0.313 -0.260 3.972
O 0.759 -0.236 4.533
C -1.633 0.033 4.679
O -2.605 0.681 3.877
C 0.716 0.727 -0.633
C 1.907 0.148 -0.216
O 1.921 -0.291 1.084
C 3.118 -0.241 1.843
H 5.988 -1.187 -1.027
H 4.939 -1.339 -2.457
H 5.530 0.269 -1.944
H 3.555 0.365 -3.162
H 1.441 1.335 -3.859
H -0.729 2.523 -3.018
H -1.398 1.965 -1.473
H -2.659 0.894 -3.249
H -1.172 0.395 -4.084
H -1.026 -1.382 -2.606
H -4.872 0.299 -0.017
H -4.659 1.068 2.364
H -1.022 -1.486 0.211
H 0.377 -0.798 2.127
H -2.033 -0.925 5.047
H -1.452 0.687 5.534
H -0.069 0.846 0.097
H 3.648 0.698 1.678
H 2.801 -0.302 2.885
H 3.777 -1.076 1.603
```

Calculated values
Gap between HOMO and LUMO: 9.079 eV
SMILES: COc1ccc(CCNS(=O)(=O)c2ccc3c(c2)NC(=O)CO3)cc1OC
Relative energy (zero: lowest compared OMol25 entry of this formula, charge and spin): 48.83 kcal/mol
LUMO energy: 0.55 eV
Maximum force: 0.0187 hartree/bohr